[1]
Entry from the Open Molecules 2025 dataset: C22H28F4O13SSi2 as an isolated structure in a non-equilibrium geometry (the ωB97M-V functional and the def2-TZVPD basis).

net charge = 0

Last column: Löwdin charge in e.
Geometry (Å):
S  0.86  3.32  1.71  0.5863
Si  0.55  -3.43  -2.42  0.5857
Si  -1.37  -1.30  -2.48  0.5603
F  -2.32  1.19  -3.12  0.0846
F  -1.43  0.97  -5.87  0.0917
F  -0.19  0.92  -3.61  0.0474
F  -2.96  -0.43  -5.23  0.0908
O  5.28  5.93  0.34  0.1047
O  -0.04  -6.93  -3.50  0.0800
O  7.06  7.86  0.77  0.1073
O  -1.64  -4.54  1.22  0.0827
O  -0.54  3.54  1.60  -0.2706
O  -0.26  -4.20  3.48  0.1091
O  1.08  2.48  3.05  -0.1438
O  1.59  4.53  1.70  -0.2645
O  -5.20  -6.61  3.45  0.1186
O  1.76  8.47  2.11  0.1178
O  -3.86  -6.20  5.73  0.1167
O  3.53  10.45  2.46  0.1065
O  -0.41  -2.38  -3.33  -0.3242
C  -0.02  -5.82  -3.83  -0.3688
C  -2.17  -4.95  2.24  -0.3086
C  -3.32  -2.81  -1.16  -0.1691
C  1.13  -4.90  -3.45  -0.2421
C  -3.18  -1.84  -2.37  -0.2541
C  -1.99  -5.19  4.70  0.0783
C  4.84  6.94  0.84  -0.3092
C  5.37  9.23  1.64  0.0725
C  3.44  7.12  1.21  0.0781
C  -0.82  -0.89  -0.74  -0.2250
C  -1.46  -4.78  3.55  -0.2359
C  3.97  9.41  1.99  -0.3151
C  0.48  -0.02  -0.63  -0.2481
C  -1.68  -0.07  -5.05  -0.3633
C  -3.31  -5.82  4.71  -0.3121
C  -4.01  -6.01  3.40  -0.2356
C  0.13  1.32  0.03  -0.2508
C  5.79  8.08  1.11  -0.2391
C  3.03  8.27  1.75  -0.2311
C  -1.41  0.30  -3.58  -0.4618
C  1.34  2.21  0.35  -0.1893
C  -3.47  -5.60  2.25  0.0785
H  -0.28  -3.96  -1.33  -0.0022
H  7.09  6.96  0.41  0.1187
H  -0.10  -4.00  2.54  0.1148
H  1.18  -0.53  0.04  0.1054
H  6.05  10.06  1.83  0.1345
H  -1.03  -0.88  -5.38  0.1546
H  -2.66  -3.67  -1.28  0.0465
H  1.01  0.08  -1.58  0.0979
H  -5.36  -6.81  4.40  0.1237
H  1.87  -5.45  -2.85  0.0820
H  -3.97  -5.73  1.30  0.1367
H  2.78  6.29  1.04  0.1026
H  -4.34  -3.20  -1.08  0.0719
H  -3.51  -2.36  -3.27  0.0782
H  1.60  -4.51  -4.36  0.0852
H  -3.80  -0.96  -2.17  0.0830
H  -1.49  -5.07  5.65  0.1374
H  1.54  2.85  -0.52  0.1157
H  -0.64  1.83  -0.55  0.1219
H  0.94  1.53  2.89  0.0903
H  -3.08  -2.34  -0.21  0.0564
H  1.73  9.38  2.46  0.1198
H  1.67  -2.65  -1.84  -0.0063
H  -0.75  -1.76  -0.08  0.0686
H  -0.84  -5.33  -4.41  0.1235
H  2.19  1.59  0.63  0.1080
H  -0.37  1.08  0.98  0.1039
H  -1.63  -0.29  -0.31  0.0919

[2]
Entry from the Open Molecules 2025 dataset: C22H28FN5O2S as an isolated structure in a non-equilibrium geometry (the ωB97M-V functional and the def2-TZVPD basis).

energy above the lowest of the compared OMol25 structures with the same formula, charge and spin = 22.9725 eV
net charge = 0

Last column: Löwdin charge in e.
Geometry (Å):
S  -0.10  -1.97  1.89  1.0904
F  -3.31  3.68  -1.49  0.1386
O  -3.66  -1.96  1.63  0.1635
O  4.59  3.30  -0.41  0.0104
N  0.93  -2.56  -1.51  -0.2381
N  -2.65  -0.13  1.24  0.1148
N  0.04  0.66  1.70  0.0274
N  0.90  1.48  1.15  0.0691
N  1.75  -0.37  0.95  -0.0837
C  -3.43  0.54  0.29  -0.2554
C  -4.85  1.97  -1.43  -0.1405
C  1.87  -1.54  -1.59  -0.3365
C  -3.67  2.49  -1.20  -0.4084
C  1.94  0.86  1.05  -0.3582
C  -2.81  -1.26  1.69  -0.7534
C  -4.56  0.29  -0.14  -0.0966
C  2.01  -4.12  -3.22  -0.0822
C  2.05  3.79  -0.33  -0.0091
C  0.61  -0.79  1.41  -0.7227
C  -3.03  1.94  -0.15  0.1078
C  5.26  2.26  0.22  -0.1279
C  3.23  1.42  0.54  -0.1059
C  -0.22  -2.37  -2.46  -0.0838
C  1.51  -3.77  -1.81  -0.3321
C  3.18  2.77  -0.03  -0.1069
C  4.52  1.19  0.53  -0.1444
C  -1.72  -1.61  2.89  -0.1323
C  -1.14  -1.30  -1.44  -0.0272
C  2.67  -1.35  0.70  -0.1587
C  3.13  -1.47  -0.91  -0.1874
C  -5.29  0.76  -1.33  -0.0495
H  6.34  2.47  0.05  0.1358
H  -1.59  0.42  1.47  0.1626
H  0.01  -1.64  -3.26  0.1239
H  1.31  -0.40  -1.54  0.1734
H  -5.48  2.43  -2.43  0.1880
H  3.74  -1.70  1.36  0.1912
H  2.25  -2.58  0.90  0.1490
H  0.64  -4.56  -1.56  0.1501
H  -1.43  -1.83  -0.63  -0.0072
H  1.19  3.15  -0.14  0.0266
H  2.33  -3.89  -0.83  0.1612
H  -5.08  -0.78  0.15  0.1624
H  2.36  4.75  -0.08  0.0186
H  3.04  -3.50  -3.53  0.1287
H  -0.57  -0.35  -1.27  0.0563
H  -6.29  0.21  -1.49  0.1539
H  -0.83  -3.14  -2.44  0.0541
H  2.38  -5.28  -3.09  0.1314
H  3.80  -2.41  -1.01  0.1370
H  -1.91  -2.46  3.46  0.0488
H  2.38  -1.30  -2.89  0.1893
H  -1.92  -1.00  -2.14  0.0652
H  2.08  4.02  -1.83  0.1915
H  3.72  -0.58  -1.06  0.0803
H  1.27  -4.07  -3.81  -0.0404
H  -1.36  -0.61  3.36  0.0974
H  -1.91  2.15  0.27  0.1610
H  4.83  0.40  1.23  0.1289

[3]
Entry from the Open Molecules 2025 dataset: a 4-piece molecular cluster, C22H28IN2S overall (the ωB97M-V functional and the def2-TZVPD basis).

net charge = +1

Last column: Löwdin charge in e.
Geometry (Å):
I  -4.34  3.00  -3.79  1.0154
S  -5.54  -1.53  -3.34  0.8406
N  -4.99  1.18  -1.51  0.0173
N  -3.12  -0.37  -2.88  -0.0482
C  4.06  -2.94  -2.07  -0.0847
C  0.57  2.41  -1.11  -0.0929
C  1.67  -2.10  -0.94  -0.1137
C  -0.55  2.53  1.43  -0.0838
C  2.29  -3.26  -0.48  -0.0999
C  3.45  -1.78  -2.53  -0.0879
C  -0.51  3.24  -0.87  -0.1161
C  1.08  1.63  -0.08  -0.0852
C  -2.57  0.64  -1.98  -0.2135
C  0.52  1.68  1.18  -0.0769
C  -4.40  -0.12  -3.51  -0.7176
C  3.18  0.16  3.71  -0.1093
C  3.48  -3.68  -1.05  -0.0861
C  2.25  -1.36  -1.96  -0.1139
C  3.59  -0.38  6.01  -0.0914
C  -5.07  1.16  -3.00  -0.7333
C  -1.06  3.31  0.40  -0.1177
C  2.99  -1.19  3.42  -0.0989
C  3.48  0.57  5.00  -0.0927
C  3.11  -2.13  4.43  -0.0949
C  3.41  -1.73  5.73  -0.0917
C  -3.57  1.18  -0.95  -0.0976
H  3.90  -1.21  -3.32  0.1037
H  -1.74  0.20  -1.44  0.1312
H  3.83  -0.07  7.02  0.1029
H  3.62  1.62  5.22  0.1020
H  -0.98  2.59  2.43  0.1065
H  3.96  -4.58  -0.69  0.1050
H  -5.20  -1.81  -2.07  -0.1298
H  2.97  -3.18  4.21  0.1001
H  -6.12  1.14  -3.28  0.0752
H  3.50  -2.46  6.51  0.1027
H  -0.91  3.87  -1.66  0.1027
H  0.74  -1.76  -0.49  0.0899
H  -5.48  2.00  -1.16  0.1638
H  4.99  -3.27  -2.51  0.1055
H  3.10  0.90  2.92  0.0885
H  2.77  -1.50  2.41  0.0895
H  -3.60  0.60  -0.04  0.1380
H  -3.34  2.21  -0.70  0.0968
H  -1.88  4.00  0.60  0.1033
H  1.02  2.36  -2.10  0.1070
H  -5.50  0.36  -1.18  0.1565
H  1.78  -0.46  -2.31  0.0865
H  1.92  0.97  -0.27  0.0952
H  0.92  1.06  1.98  0.0898
H  -3.05  -1.31  -2.52  0.1013
H  -4.30  -0.01  -4.59  0.0948
H  1.83  -3.83  0.32  0.1012
H  -2.16  1.46  -2.55  0.0648

[4]
Entry from the Open Molecules 2025 dataset: C22H28N10O3Zn as an isolated structure (the ωB97M-V functional and the def2-TZVPD basis).

energy above the lowest of the compared OMol25 structures with the same formula, charge and spin = 1.1659 eV
net charge = 0

Last column: Löwdin charge in e.
Geometry (Å):
Zn  -0.72  -0.15  0.74  0.6929
O  -1.23  -1.87  1.78  -0.1116
O  1.25  -2.52  -1.23  0.0590
O  -1.29  1.60  1.64  -0.1496
N  -1.27  1.29  -0.98  0.1508
N  -2.88  2.23  -2.43  -0.1683
N  0.91  -1.55  2.57  0.0681
N  0.63  -0.25  2.26  -0.0849
N  1.31  -0.29  -0.59  0.1504
N  2.98  0.41  -1.94  -0.1037
N  -2.56  -0.06  -2.34  0.1456
N  1.90  1.98  -0.56  0.2304
N  -1.40  -1.41  -0.84  0.1251
N  -2.66  -2.35  -2.57  0.1500
C  1.28  -4.35  2.73  -0.0330
C  0.05  -3.78  2.41  -0.1461
C  1.70  -1.40  -1.30  -0.4606
C  -3.07  2.26  -3.88  -0.0584
C  3.72  1.32  -2.78  -0.0282
C  -1.05  -4.61  2.19  -0.0314
C  1.41  -5.73  2.79  -0.0904
C  -0.77  3.82  2.18  -0.0365
C  -0.44  2.44  2.15  -0.3907
C  0.31  -6.55  2.55  -0.1037
C  2.05  0.73  -1.00  -0.3890
C  0.84  2.08  2.70  -0.1826
C  0.08  4.78  2.67  -0.1104
C  -2.66  3.53  -1.83  -0.0633
C  -2.14  -1.30  -1.86  -0.4652
C  1.69  3.09  3.19  -0.0767
C  2.83  -0.99  -2.25  -0.0391
C  1.23  0.70  2.87  -0.0840
C  1.34  4.42  3.17  -0.1276
C  -2.17  1.18  -1.87  -0.4082
C  -0.92  -5.98  2.26  -0.0918
C  -0.12  -2.31  2.24  -0.4676
H  1.38  2.08  0.31  0.0839
H  0.43  -7.62  2.59  0.0955
H  -1.68  3.96  -2.06  0.0974
H  3.89  2.27  -2.27  0.0784
H  -2.12  2.36  -4.42  0.0965
H  -1.76  4.09  1.81  0.1006
H  2.01  5.17  3.56  0.0893
H  2.37  -6.17  3.03  0.0970
H  -2.26  -3.26  -2.38  0.1061
H  -1.78  -6.62  2.08  0.0964
H  2.65  2.79  3.59  0.1055
H  -0.23  5.82  2.69  0.0963
H  -1.11  -2.36  -0.62  0.0773
H  2.00  0.46  3.61  0.1259
H  -2.77  3.45  -0.75  0.0913
H  3.74  -1.55  -2.04  0.1369
H  -3.69  3.12  -4.13  0.0864
H  -2.00  -4.14  1.97  0.1090
H  2.54  -1.16  -3.29  0.1350
H  -3.42  4.22  -2.20  0.0886
H  -1.06  2.24  -0.72  0.0495
H  2.63  2.65  -0.70  0.1026
H  4.69  0.88  -3.01  0.0940
H  3.20  1.51  -3.72  0.0954
H  -3.58  1.38  -4.25  0.0729
H  -3.39  -0.08  -2.90  0.1266
H  -2.94  -2.21  -3.53  0.0931
H  2.12  -3.69  2.91  0.1027

[5]
Entry from the Open Molecules 2025 dataset: one molecule with the formula C22H28N2O2 (the ωB97M-V functional and the def2-TZVPD basis).

SMILES string = O=C(CCC(=O)NCCCc1ccccc1)NCCCc1ccccc1
energy above the lowest of the compared OMol25 structures with the same formula, charge and spin = 0.0701 eV
net charge = 0

Last column: Löwdin charge in e.
Geometry (Å):
O  3.34  -2.13  -2.60  0.0509
O  -0.95  -2.03  -1.88  0.0383
N  1.74  -2.60  -1.07  0.0663
N  -1.37  -0.30  -3.27  0.0634
C  -2.98  0.38  2.83  -0.0985
C  -1.82  -0.23  0.83  -0.0560
C  2.45  -2.08  0.07  -0.1737
C  0.13  1.95  3.80  -0.0954
C  1.20  3.31  2.16  -0.0914
C  -1.01  1.52  -0.80  -0.1463
C  0.31  3.18  3.20  -0.1077
C  0.85  0.85  3.36  -0.0390
C  -0.69  -1.41  -2.90  -0.4767
C  1.76  0.98  2.31  -0.2405
C  1.92  2.22  1.72  -0.0493
C  2.22  -2.52  -2.33  -0.5110
C  0.39  -1.81  -3.89  -0.0917
C  -1.68  1.11  0.48  -0.2302
C  -2.02  1.66  -1.94  -0.1620
C  -2.44  0.31  -2.52  -0.1700
C  1.80  -0.79  0.58  -0.1728
C  -2.21  2.08  1.32  -0.0546
C  -2.46  -0.59  2.00  -0.0764
C  1.24  -2.99  -3.40  -0.0950
C  2.51  -0.22  1.81  -0.1534
C  -2.86  1.72  2.49  -0.0994
H  -3.31  0.43  -3.17  0.1217
H  1.82  -3.38  -4.23  0.1213
H  -2.56  -1.63  2.26  0.1033
H  -0.50  2.47  -0.65  0.1129
H  -2.91  2.18  -1.58  0.1153
H  -1.08  0.18  -4.11  0.1454
H  2.57  -0.98  2.58  0.1163
H  -0.26  0.78  -1.08  0.0984
H  0.59  -3.77  -3.00  0.1178
H  1.81  -0.05  -0.22  0.1163
H  -0.10  -2.08  -4.82  0.1244
H  -0.25  4.04  3.55  0.1022
H  2.45  -2.84  0.86  0.1242
H  -3.26  2.48  3.14  0.1046
H  1.34  4.28  1.68  0.1009
H  -2.11  3.12  1.06  0.1166
H  -1.59  2.27  -2.75  0.1089
H  0.74  -2.77  -0.97  0.1158
H  0.71  -0.11  3.83  0.1146
H  -1.43  -1.00  0.17  0.0852
H  3.53  0.07  1.53  0.1220
H  -0.56  1.83  4.62  0.1043
H  2.62  2.33  0.90  0.1144
H  3.48  -1.90  -0.25  0.1226
H  -3.48  0.10  3.75  0.0997
H  1.04  -0.95  -4.09  0.1287
H  -2.70  -0.38  -1.71  0.1135
H  0.76  -0.99  0.84  0.1008

[6]
Entry from the Open Molecules 2025 dataset: one molecule with the formula C22H28N2O3S2 in a non-equilibrium geometry (the ωB97M-V functional and the def2-TZVPD basis).

SMILES string = Cc1ccc(S(=O)(=O)N2CCN(C(=O)CSc3cc(C)ccc3C)CC2)c(C)c1
energy above the lowest of the compared OMol25 structures with the same formula, charge and spin = 0.6212 eV
net charge = 0

Last column: Löwdin charge in e.
Geometry (Å):
S  -2.88  0.11  -0.60  0.9584
S  2.95  -0.47  1.30  0.6989
O  2.74  -1.85  1.64  -0.2840
O  -1.41  3.31  0.13  0.0540
O  2.97  0.47  2.39  -0.2884
N  -0.39  1.52  1.03  -0.0510
N  1.78  -0.07  0.15  -0.2353
C  -2.81  1.46  0.64  -0.3269
C  1.73  1.35  -0.15  -0.1506
C  3.69  -2.05  -1.25  -0.0382
C  -4.90  -1.50  0.43  -0.2908
C  0.92  2.13  0.89  -0.1085
C  -7.24  -0.98  0.09  -0.0388
C  -6.25  -1.79  0.62  -0.0389
C  -3.84  -2.38  1.02  -0.0662
C  6.53  0.87  0.08  -0.0316
C  -1.48  2.18  0.56  -0.5282
C  0.48  -0.65  0.38  -0.1745
C  4.68  -1.04  -0.79  -0.2331
C  5.87  -0.83  -1.47  0.0071
C  -6.92  0.14  -0.67  -0.2763
C  -0.31  0.13  1.43  -0.1323
C  -7.99  1.02  -1.23  -0.0498
C  5.36  0.67  0.78  -0.0509
C  8.08  0.31  -1.81  -0.0452
C  -4.59  -0.37  -0.32  -0.4728
C  6.80  0.11  -1.06  -0.2616
C  -5.58  0.43  -0.86  -0.0669
C  4.45  -0.27  0.35  -0.2388
H  8.90  -0.16  -1.26  0.0879
H  4.12  -2.70  -2.01  0.0827
H  2.76  1.72  -0.18  0.1211
H  -8.78  0.41  -1.67  0.0794
H  -6.52  -2.66  1.19  0.1117
H  -5.29  1.29  -1.45  0.1124
H  -8.27  -1.23  0.25  0.1133
H  1.27  1.47  -1.14  0.1394
H  8.03  -0.14  -2.80  0.0761
H  0.23  0.08  2.38  0.1332
H  -7.59  1.68  -2.00  0.0760
H  7.25  1.61  0.41  0.1157
H  -0.07  -0.65  -0.57  0.1082
H  1.43  2.09  1.86  0.1172
H  5.13  1.24  1.67  0.1118
H  8.31  1.37  -1.91  0.0816
H  -1.30  -0.30  1.56  0.0898
H  0.64  -1.68  0.71  0.1184
H  -3.51  -1.97  1.98  0.0856
H  -8.43  1.62  -0.45  0.0844
H  -3.00  1.04  1.63  0.0923
H  -4.23  -3.38  1.20  0.0778
H  -2.98  -2.44  0.36  0.0554
H  -3.59  2.18  0.39  0.0871
H  0.78  3.16  0.58  0.1266
H  3.35  -2.65  -0.41  0.0724
H  2.81  -1.55  -1.67  0.0847
H  6.08  -1.42  -2.36  0.1190

Gap between HOMO and LUMO per entry: 7.53, 7.91, 7.55, 6.69, 9.34, 9.41 eV
Electronic energy per entry: -3209.9373, -1776.6046, -1660.2338, -3407.8569, -1115.1843, -1986.7510 Ha
HOMO energy per entry: -9.382, -7.622, -10.904, -6.633, -8.687, -8.739 eV